Record 1
Here is a structure of composition C3H2CrO3 at a distorted geometry from OMol25. Energies are from ωB97M-V/def2-TZVPD.

Each line ends with the natural charge from an NBO analysis.
Positions of all 9 atoms, in Å:
C1 -0.43 0.76 -0.08  0.2544
C2 0.57 -0.02 0.44  -0.1937
O1 1.30 -0.80 -0.59  -0.3733
C3 0.96 -1.96 -0.54  1.1408
O2 0.72 -3.06 -0.73  -0.2937
O3 -1.06 1.62 0.63  -0.8174
H1 -0.72 0.60 -1.13  0.1632
H2 1.09 0.03 1.39  0.2460
Cr1 -2.42 2.84 0.61  0.8737

Kohn-Sham gap (alpha / beta), eV: 7.205 / 8.986
Multiplicity: 6
Net charge: +1
Energy relative to the best compared isomer or geometry (same formula, charge and spin), kcal per mole: 55.1

Record 2
Here is a structure of composition C3H2DyO3 at a distorted geometry from OMol25. Energies are from ωB97M-V/def2-TZVPD.

Each line ends with the Löwdin charge.
Positions of all 9 atoms, in Å:
H1 1.43 -1.09 1.40  0.2557
C1 1.13 -0.99 0.17  -0.0505
C2 1.42 0.31 0.52  0.0063
O1 0.25 1.05 0.31  0.1732
C3 -0.62 0.27 -0.27  -0.5439
O2 -0.17 -1.00 -0.24  0.1170
O3 -1.73 0.59 -0.63  -0.1098
Dy1 -4.09 0.03 -1.60  1.9776
H2 2.36 0.83 0.33  0.1744

Kohn-Sham gap (alpha / beta), eV: 6.960 / 6.079
Multiplicity: 7
Net charge: +2
Energy relative to the best compared isomer or geometry (same formula, charge and spin), kcal per mole: 0.0

Record 3
Here is a structure of composition C3H2DyO4 at a distorted geometry from OMol25. Energies are from ωB97M-V/def2-TZVPD.

Each line ends with the Löwdin charge.
Positions of all 10 atoms, in Å:
H1 -0.56 -1.79 0.46  0.1742
C1 -1.57 -0.20 0.04  -0.2435
C2 -0.48 -0.94 -0.31  -0.1073
O1 0.63 -0.19 -0.69  -0.1359
C3 1.74 0.06 0.18  -0.6797
O2 2.33 -0.86 0.69  0.1988
O3 1.89 1.32 0.25  -0.1462
Dy1 0.14 2.17 -0.62  2.1144
O4 -1.58 1.13 -0.02  -0.3176
H2 -2.54 -0.70 0.02  0.1428

Kohn-Sham gap (alpha / beta), eV: 6.442 / 6.141
Multiplicity: 6
Net charge: +1

Record 4
Here is a structure of composition C3H2ErF3NO5S2 at a distorted geometry from OMol25. Energies are from ωB97M-V/def2-TZVPD.

Each line ends with the natural charge from an NBO analysis.
Positions of all 17 atoms, in Å:
C1 -3.54 0.09 -0.47  -1.1602
C2 -4.15 -0.82 0.35  0.8660
O1 -4.60 -1.53 1.11  -0.2670
Er1 -1.01 -0.25 -0.75  2.1430
H1 -3.91 -0.01 -1.50  0.3225
N1 1.88 1.20 0.85  -1.0808
S1 0.88 1.85 -0.40  1.5951
O2 0.30 3.07 0.24  -0.9038
O3 1.78 2.18 -1.55  -0.8905
S2 1.94 -0.34 1.01  2.1551
O4 0.75 -1.07 0.42  -1.1443
O5 2.30 -0.78 2.35  -0.8443
C3 3.31 -1.03 -0.06  0.7442
F1 2.89 -1.13 -1.31  -0.3165
F2 4.35 -0.23 0.00  -0.2803
F3 3.66 -2.24 0.37  -0.2898
H2 -3.60 1.13 -0.04  0.3518

Kohn-Sham gap (alpha / beta), eV: 5.695 / 5.806
Multiplicity: 4
Net charge: +1

Record 5
Here is an isolated molecule of C3H2F2N2O at a distorted geometry from OMol25. Energies are from ωB97M-V/def2-TZVPD.

Each line ends with the natural charge from an NBO analysis.
Positions of all 10 atoms, in Å:
C1 1.52 0.39 -0.16  0.5305
C2 0.02 0.23 -0.10  0.3747
C3 -1.79 -0.70 0.29  0.2976
H1 1.82 1.29 -0.64  0.1715
H2 -2.29 -1.49 0.67  0.2000
N1 -0.89 1.15 -0.32  -0.2541
N2 -2.08 0.45 -0.14  -0.2738
O1 -0.46 -0.91 0.31  -0.3787
F1 1.92 -0.71 -0.96  -0.3441
F2 2.22 0.29 1.05  -0.3236

Kohn-Sham gap, eV: 11.989
Structure (SMILES): FC(F)c1nnco1
Net charge: 0
Energy relative to the best compared isomer or geometry (same formula, charge and spin), kcal per mole: 6.0

Record 6
Here is an isolated molecule of C3H2F2O2 at a distorted geometry from OMol25. Energies are from ωB97M-V/def2-TZVPD.

Each line ends with the natural charge from an NBO analysis.
Positions of all 9 atoms, in Å:
C1 -1.19 0.26 -0.09  0.7431
C2 -0.04 -0.73 -0.38  0.0750
C3 0.82 0.48 0.41  0.4318
O1 -2.35 0.27 -0.27  -0.4958
O2 -0.39 1.21 0.49  -0.4789
F1 -0.07 -1.93 0.24  -0.3138
F2 1.73 1.08 -0.36  -0.3229
H1 0.25 -0.86 -1.43  0.1966
H2 1.25 0.22 1.38  0.1650

Kohn-Sham gap, eV: 11.919
Structure (SMILES): O=C1O[C@H](F)[C@H]1F
Net charge: 0
Energy relative to the best compared isomer or geometry (same formula, charge and spin), kcal per mole: 18.0

Record 7
Here is a cluster of 2 separate species, C3H2F3N in total at a distorted geometry from OMol25. Energies are from ωB97M-V/def2-TZVPD.

Each line ends with the natural charge from an NBO analysis.
Positions of all 9 atoms, in Å:
C1 0.48 -0.44 0.08  0.1426
C2 1.86 -0.05 0.02  -0.3230
C3 -1.78 0.27 -0.03  1.0558
N1 1.17 -1.46 0.05  -0.3518
F1 -1.99 0.98 1.07  -0.3029
F2 -1.87 1.00 -1.12  -0.3018
F3 -2.53 -0.80 -0.07  -0.2980
H1 2.29 0.25 -0.92  0.1893
H2 2.37 0.25 0.92  0.1897

Kohn-Sham gap (alpha / beta), eV: 8.819 / 8.817
Net charge: 0
Energy relative to the best compared isomer or geometry (same formula, charge and spin), kcal per mole: 70.3

Record 8
Here is a structure of composition C3H2F3N4O2 at a distorted geometry from OMol25. Energies are from ωB97M-V/def2-TZVPD.

Each line ends with the natural charge from an NBO analysis.
Positions of all 14 atoms, in Å:
C1 -0.18 1.60 -0.70  0.7823
C2 -0.18 0.29 1.34  0.6151
C3 0.05 0.16 -0.10  -0.5907
N1 -1.12 1.48 1.64  0.1194
N2 -2.10 1.71 2.12  0.1316
N3 -0.94 -0.85 1.87  -0.0321
N4 -2.13 -0.76 1.50  0.0254
O1 0.39 2.00 -1.67  -0.6504
O2 -0.77 2.36 0.11  -0.6144
F1 0.99 0.51 1.96  -0.2916
F2 -0.61 -0.60 3.65  -0.6619
F3 -2.69 -2.14 1.56  -0.3426
H1 -0.51 -0.58 -0.60  0.2566
H2 1.08 0.00 -0.23  0.2533

Kohn-Sham gap (alpha / beta), eV: 8.575 / 8.576
Net charge: -1
Energy relative to the best compared isomer or geometry (same formula, charge and spin), kcal per mole: 0.0

Record 9
Here is an isolated molecule of C3H2F3NO at a distorted geometry from OMol25. Energies are from ωB97M-V/def2-TZVPD.

Each line ends with the natural charge from an NBO analysis.
Positions of all 10 atoms, in Å:
C1 -1.51 0.71 -0.03  0.7035
C2 -0.17 0.12 0.10  -0.3407
C3 0.32 2.53 -0.76  1.1094
N1 -0.47 1.58 0.08  -0.5370
O1 -2.66 0.75 0.03  -0.4754
F1 -0.22 3.64 -0.95  -0.2603
F2 1.62 2.62 -0.28  -0.3297
F3 0.49 1.94 -1.97  -0.3411
H1 0.03 -0.04 1.18  0.2240
H2 0.56 -0.28 -0.70  0.2474

Kohn-Sham gap, eV: 11.106
Structure (SMILES): O=C1CN1C(F)(F)F
Net charge: 0
Energy relative to the best compared isomer or geometry (same formula, charge and spin), kcal per mole: 48.2

Record 10
Here is a cluster of 2 separate species, C3H2F3NO2 in total at a distorted geometry from OMol25. Energies are from ωB97M-V/def2-TZVPD.

Each line ends with the natural charge from an NBO analysis.
Positions of all 11 atoms, in Å:
C1 -0.28 -0.36 0.97  -0.6360
C2 0.85 0.40 -1.25  0.8608
C3 -1.27 0.47 1.13  0.7924
N1 1.65 -0.78 -1.21  0.1023
O1 1.50 -1.83 -0.73  -0.1582
O2 1.19 1.50 -1.13  -0.4850
F1 -0.27 0.06 -1.96  -0.3396
F2 -2.45 0.20 0.70  -0.2860
F3 -1.17 1.75 1.49  -0.2999
H1 -0.41 -1.25 0.58  0.2240
H2 0.67 -0.16 1.40  0.2252

Kohn-Sham gap (alpha / beta), eV: 8.513 / 8.493
Structure (SMILES): O=NC(=O)F.C=C(F)F
Net charge: 0
Energy relative to the best compared isomer or geometry (same formula, charge and spin), kcal per mole: 91.7

Record 11
Here is a structure of composition C3H2FGdO2 at a distorted geometry from OMol25. Energies are from ωB97M-V/def2-TZVPD.

Each line ends with the Löwdin charge.
Positions of all 9 atoms, in Å:
F1 -1.74 1.75 -0.24  -0.0050
O1 -0.44 -1.07 -0.61  -0.0718
O2 -2.57 -1.04 0.32  0.1869
C1 0.30 0.23 -0.61  -0.3706
C2 -0.78 0.82 0.27  -0.2265
C3 -1.53 -0.49 0.06  -0.4011
H1 0.26 0.66 -1.63  0.0812
H2 -0.54 1.13 1.29  0.1479
Gd1 2.77 -0.30 0.15  1.6592

Kohn-Sham gap (alpha / beta), eV: 7.405 / 6.769
Multiplicity: 9
Net charge: +1
Energy relative to the best compared isomer or geometry (same formula, charge and spin), kcal per mole: 0.0

Record 12
Here is a structure of composition C3H2FHgNaO2 at a distorted geometry from OMol25. Energies are from ωB97M-V/def2-TZVPD.

Each line ends with the natural charge from an NBO analysis.
Positions of all 10 atoms, in Å:
O1 -0.65 -0.92 -0.02  -0.5999
C1 0.42 -0.03 0.35  0.4764
O2 1.42 -0.56 0.94  -0.9111
Hg1 0.62 -2.71 0.98  0.8497
Na1 3.45 0.26 0.98  0.9939
C2 -1.37 0.20 -0.62  -0.0956
C3 -0.21 1.06 -0.22  0.1665
H1 -2.32 0.37 -0.11  0.2093
H2 -1.52 0.03 -1.70  0.2066
F1 0.14 2.30 -0.59  -0.2958

Kohn-Sham gap (alpha / beta), eV: 6.964 / 4.883
Multiplicity: 2
Net charge: +1

Record 13
Here is an isolated molecule of C3H2FIO2 at a distorted geometry from OMol25. Energies are from ωB97M-V/def2-TZVPD.

Each line ends with the natural charge from an NBO analysis.
Positions of all 9 atoms, in Å:
C1 -0.10 0.92 -0.30  -0.0316
C2 -0.32 0.90 1.12  0.2590
C3 0.22 -1.34 -0.72  0.4755
O1 0.07 -0.12 -1.03  -0.3824
O2 -0.78 0.00 1.80  -0.5433
F1 0.64 -1.65 0.53  -0.2985
I1 0.66 -2.53 -2.36  0.1892
H1 -0.17 1.97 -0.78  0.2035
H2 -0.22 1.85 1.73  0.1284

Kohn-Sham gap (alpha / beta), eV: 7.238 / 8.055
Net charge: 0
Energy relative to the best compared isomer or geometry (same formula, charge and spin), kcal per mole: 63.2

Record 14
Here is a structure of composition C3H2FLiO2Tl at a distorted geometry from OMol25. Energies are from ωB97M-V/def2-TZVPD.

Each line ends with the Löwdin charge.
Positions of all 10 atoms, in Å:
C1 1.23 -1.27 0.33  0.4005
C2 0.25 -0.76 -0.42  -0.2365
H1 2.05 -0.64 0.66  0.1632
H2 1.22 -2.33 0.58  0.1738
F1 -0.71 -1.54 -0.90  0.2973
O1 -1.64 0.98 0.42  0.0643
C3 -1.01 1.29 -0.58  -0.4857
O2 0.17 0.55 -0.74  0.0780
Tl1 -0.95 3.16 -1.53  1.6367
Li1 -0.62 0.57 2.18  0.9086

Kohn-Sham gap (alpha / beta), eV: 8.842 / 6.202
Net charge: +3

Record 15
Here is an isolated molecule of C3H2FNO at a distorted geometry from OMol25. Energies are from ωB97M-V/def2-TZVPD.

Each line ends with the natural charge from an NBO analysis.
Positions of all 8 atoms, in Å:
C1 0.98 -0.59 0.49  -0.3214
C2 -1.49 0.43 -0.76  0.0795
C3 1.38 0.52 0.00  0.4540
N1 -0.34 -1.10 0.61  -0.1292
O1 -1.28 -0.45 0.08  -0.2042
F1 1.38 1.81 -0.25  -0.2660
H1 1.81 -1.37 0.67  0.2611
H2 -2.44 0.76 -0.83  0.1263

Kohn-Sham gap (alpha / beta), eV: 7.145 / 8.465
Net charge: 0
Energy relative to the best compared isomer or geometry (same formula, charge and spin), kcal per mole: 225.4

Record 16
Here is a cluster of 2 separate species, C3H2FNO in total at a distorted geometry from OMol25. Energies are from ωB97M-V/def2-TZVPD.

Each line ends with the natural charge from an NBO analysis.
Positions of all 8 atoms, in Å:
C1 1.02 -1.36 0.12  0.0312
C2 -0.51 0.64 0.76  0.6238
C3 -0.70 0.87 -0.51  -0.1345
N1 1.52 -1.45 1.10  -0.2973
O1 -0.26 0.66 1.88  -0.3780
F1 -1.31 -0.05 -1.27  -0.3326
H1 0.84 -1.10 -0.93  0.2524
H2 -0.62 1.78 -1.15  0.2350

Kohn-Sham gap, eV: 9.063
Structure (SMILES): O=C=CF.C#N
Net charge: 0
Energy relative to the best compared isomer or geometry (same formula, charge and spin), kcal per mole: 59.2

Record 17
Here is an isolated molecule of C3H2FNO at a distorted geometry from OMol25. Energies are from ωB97M-V/def2-TZVPD.

Each line ends with the natural charge from an NBO analysis.
Positions of all 8 atoms, in Å:
C1 -0.15 -0.06 -0.68  0.2562
C2 -0.19 1.11 0.23  -0.0788
C3 0.29 -1.12 -0.03  0.0331
H1 -0.56 2.11 -0.22  0.2388
H2 0.47 -2.18 -0.02  0.2409
N1 0.00 0.69 1.46  -0.0797
O1 0.33 -0.68 1.24  -0.3051
F1 -0.18 0.13 -1.98  -0.3053

Kohn-Sham gap, eV: 10.956
Structure (SMILES): Fc1cnoc1
Net charge: 0
Energy relative to the best compared isomer or geometry (same formula, charge and spin), kcal per mole: 48.3

Record 18
Here is a cluster of 2 separate species, C3H2FNO in total at a distorted geometry from OMol25. Energies are from ωB97M-V/def2-TZVPD.

Each line ends with the natural charge from an NBO analysis.
Positions of all 8 atoms, in Å:
C1 -1.39 0.58 0.72  0.0620
C2 2.19 0.41 -0.37  0.3540
C3 1.50 -0.65 0.12  0.1922
N1 -0.71 1.48 0.85  -0.3006
O1 2.57 1.50 -0.53  -0.3933
F1 1.29 -1.85 -0.50  -0.3148
H1 -1.93 -0.33 0.99  0.2427
H2 1.47 -0.77 1.21  0.1578

Kohn-Sham gap (alpha / beta), eV: 7.855 / 11.232
Multiplicity: 3
Net charge: 0
Energy relative to the best compared isomer or geometry (same formula, charge and spin), kcal per mole: 0.0

Record 19
Here is an isolated molecule of C3H2FNOS at a distorted geometry from OMol25. Energies are from ωB97M-V/def2-TZVPD.

Each line ends with the natural charge from an NBO analysis.
Positions of all 9 atoms, in Å:
C1 -0.29 -0.74 0.54  0.0259
C2 -1.73 -0.74 0.40  -0.0041
C3 0.33 0.34 -0.21  0.2149
H1 0.13 -0.47 1.61  0.2664
H2 -2.45 -1.19 0.93  0.2245
N1 -2.09 0.48 0.01  0.0061
O1 -0.81 1.11 -0.33  -0.3730
F1 0.30 -2.03 0.24  -0.3462
S1 1.93 0.91 -0.41  -0.0147

Kohn-Sham gap, eV: 8.244
Structure (SMILES): F[C@@H]1C=NOC1=S
Net charge: 0
Energy relative to the best compared isomer or geometry (same formula, charge and spin), kcal per mole: 72.3

Record 20
Here is a structure of composition C3H2FO2Sm at a distorted geometry from OMol25. Energies are from ωB97M-V/def2-TZVPD.

Each line ends with the Löwdin charge.
Positions of all 9 atoms, in Å:
C1 1.38 0.24 0.04  -0.4922
C2 -1.46 0.23 0.12  -0.0946
O1 0.78 1.07 0.72  -0.0627
O2 0.57 -0.67 -0.61  -0.1532
C3 -0.70 -0.87 -0.10  -0.1387
H1 -2.20 0.31 0.91  0.1262
F1 -1.64 1.14 -0.88  0.0219
H2 -0.83 -1.74 0.54  0.1182
Sm1 4.11 0.30 -0.75  1.6751

Kohn-Sham gap (alpha / beta), eV: 4.890 / 5.072
Multiplicity: 7
Net charge: +1
Energy relative to the best compared isomer or geometry (same formula, charge and spin), kcal per mole: 101.0